Entry 1:
C5H10O | the ωB97M-V functional and the def2-TZVPD basis

Last column: Mulliken charge in e.
Element x y z (Å)
C (2.19, 0.01, -0.37)  -1.10
C (1.09, -0.81, 0.36)  -0.38
C (-0.18, -0.58, -0.33)  -0.37
C (-2.25, 0.28, 0.41)  -1.20
C (-0.81, 0.72, -0.21)  0.49
O (-0.25, 1.68, 0.44)  -0.74
H (1.88, 1.06, -0.41)  0.36
H (3.13, -0.06, 0.18)  0.32
H (2.36, -0.37, -1.39)  0.33
H (1.36, -1.86, 0.46)  0.36
H (0.98, -0.33, 1.35)  0.23
H (-0.66, -1.36, -0.92)  0.46
H (-2.11, -0.08, 1.44)  0.34
H (-2.78, 1.23, 0.44)  0.31
H (-2.80, -0.45, -0.18)  0.39
H (-1.15, 0.92, -1.27)  0.20

Values from the calculation:
- Gap between HOMO and LUMO (spin up / spin down): 7.281 / 7.103 eV
- Charge: 0
- ΔE to the lowest compared entry with this formula, charge and spin: 3.750 eV

=====

Entry 2:
C44H50BrCrF5N3O4Te | the ωB97M-V functional and the def2-TZVPD basis

Last column: Mulliken spin population.
Element x y z (Å)
Cr (0.29, -0.89, 1.25)  3.12
C (-1.63, 4.91, -2.27)  0.00
C (-2.10, 4.99, -0.84)  0.00
C (-1.60, 6.20, -0.04)  0.00
C (-3.69, 4.89, -0.77)  0.00
C (-1.61, 3.72, -0.02)  0.01
C (-0.61, 2.82, -0.41)  0.00
C (-0.29, 1.63, 0.33)  0.04
N (0.89, 0.83, 0.10)  0.00
C (1.54, 0.60, -0.98)  -0.03
C (1.06, 0.76, -2.37)  -0.01
C (1.76, 0.13, -3.38)  0.01
C (3.05, -0.54, -3.14)  0.00
C (3.62, -0.69, -1.93)  0.02
C (3.01, 0.14, -0.86)  -0.01
O (3.56, 0.63, 0.11)  0.01
C (4.87, -1.53, -1.63)  0.00
C (5.96, -0.47, -1.48)  0.00
C (4.55, -2.31, -0.35)  0.00
C (5.14, -2.54, -2.74)  0.00
C (1.17, -0.05, -4.73)  -0.01
C (1.20, -1.44, -5.18)  0.00
C (1.95, 0.82, -5.78)  0.00
C (-0.30, 0.44, -4.79)  0.00
C (-0.90, 1.47, 1.54)  -0.03
O (-0.50, 0.46, 2.29)  0.00
C (-1.86, 2.38, 2.05)  -0.01
C (-2.11, 3.43, 1.21)  0.00
C (-2.62, 2.27, 3.43)  0.00
C (-3.38, 0.88, 3.49)  0.00
C (-1.74, 2.54, 4.72)  0.00
C (-3.81, 3.36, 3.59)  0.00
H (-1.85, 5.78, -2.89)  0.00
H (-2.19, 4.00, -2.67)  0.00
H (-0.57, 4.71, -2.41)  0.00
H (-1.90, 7.07, -0.60)  0.00
H (-0.54, 6.12, 0.08)  0.00
H (-2.05, 6.26, 0.92)  0.00
H (-4.15, 5.31, -1.62)  0.00
H (-4.16, 5.43, 0.08)  0.00
H (-4.01, 3.83, -0.71)  0.00
H (-0.02, 3.07, -1.34)  0.00
H (0.06, 1.24, -2.50)  0.00
H (3.43, -0.92, -4.07)  0.00
H (5.67, 0.34, -0.85)  0.00
H (6.18, -0.12, -2.52)  0.00
H (6.84, -0.95, -1.13)  0.00
H (4.02, -1.78, 0.44)  0.00
H (5.52, -2.68, -0.01)  0.00
H (3.94, -3.20, -0.65)  0.00
H (5.56, -2.24, -3.71)  0.00
H (4.16, -3.03, -2.86)  0.00
H (5.83, -3.23, -2.25)  0.00
H (2.18, -1.96, -5.18)  0.00
H (0.88, -1.50, -6.27)  0.00
H (0.47, -2.03, -4.72)  0.00
H (2.08, 1.83, -5.44)  0.00
H (1.32, 0.76, -6.70)  0.00
H (2.91, 0.42, -6.16)  0.00
H (-0.91, -0.44, -4.34)  0.00
H (-0.56, 0.62, -5.84)  0.00
H (-0.36, 1.39, -4.22)  0.00
H (-2.95, 4.04, 1.49)  0.00
H (-2.67, 0.09, 3.37)  0.01
H (-4.16, 0.80, 2.73)  0.00
H (-3.76, 0.67, 4.52)  0.00
H (-0.97, 1.72, 4.83)  0.00
H (-2.50, 2.61, 5.53)  0.00
H (-1.06, 3.40, 4.66)  0.00
H (-4.51, 3.25, 2.71)  0.00
H (-3.37, 4.33, 3.64)  0.00
H (-4.27, 3.22, 4.55)  0.00
Br (4.16, -5.95, 4.72)  0.00
C (3.36, -4.39, 4.02)  0.00
C (4.26, -3.33, 3.66)  0.00
C (3.67, -2.19, 3.14)  0.00
C (2.26, -2.12, 2.97)  -0.01
O (1.73, -1.05, 2.49)  0.01
C (1.50, -3.18, 3.45)  0.01
C (0.02, -3.08, 3.35)  0.02
N (-0.58, -2.38, 2.42)  -0.06
C (-1.99, -2.39, 2.34)  0.00
C (-2.80, -2.80, 3.43)  0.00
C (-4.18, -2.90, 3.30)  0.00
C (-4.76, -2.25, 2.21)  0.00
C (-3.95, -1.66, 1.23)  -0.01
C (-4.54, -1.02, 0.13)  0.00
C (-3.69, -0.46, -0.79)  0.00
C (-2.27, -0.46, -0.62)  0.01
N (-1.75, -1.05, 0.38)  -0.04
C (-2.56, -1.77, 1.23)  -0.02
C (2.03, -4.30, 4.09)  0.00
H (5.35, -3.53, 3.59)  0.00
H (4.15, -1.34, 2.63)  0.00
H (-0.48, -3.77, 4.00)  0.00
H (-2.31, -3.16, 4.32)  0.00
H (-4.86, -3.23, 4.16)  0.00
H (-5.79, -2.25, 2.14)  0.00
H (-5.60, -1.02, 0.00)  0.00
H (-4.13, 0.16, -1.62)  0.00
H (-1.59, 0.06, -1.30)  0.00
H (1.37, -5.09, 4.47)  0.00
F (1.02, -4.94, -0.01)  0.00
Te (0.27, -3.69, -1.01)  0.02
F (-0.73, -2.66, -2.25)  0.00
F (1.73, -3.54, -2.22)  0.00
F (-1.36, -3.94, -0.16)  0.00
F (-0.32, -5.13, -2.14)  0.00
O (0.91, -2.25, -0.06)  -0.04

Values from the calculation:
- Gap between HOMO and LUMO (spin up / spin down): 6.263 / 6.437 eV
- Charge: 0
- ΔE to the lowest compared entry with this formula, charge and spin: 0.000 eV
- Multiplicity: 4

=====

Entry 3:
C3H2LiO2Sn | the ωB97M-V functional and the def2-TZVPD basis

Last column: Mulliken spin population.
Element x y z (Å)
C (-0.07, -0.43, -0.06)  -0.02
Li (2.01, 1.24, -0.93)  0.01
O (1.58, -0.47, -0.11)  0.01
C (0.75, -1.30, -0.91)  0.00
H (0.75, -2.36, -0.62)  0.00
H (0.75, -1.15, -2.00)  0.00
Sn (-1.37, 0.12, 1.53)  0.40
O (-1.38, 0.74, -0.40)  0.13
C (0.13, 0.97, -0.11)  0.46

Values from the calculation:
- Gap between HOMO and LUMO (spin up / spin down): 5.978 / 6.898 eV
- Charge: 0
- Multiplicity: 2

=====

Entry 4:
C4H6N2O | the ωB97M-V functional and the def2-TZVPD basis

Last column: Mulliken charge in e.
Element x y z (Å)
C (2.54, 0.52, -0.21)  -0.61
O (1.95, -0.39, 0.74)  -0.29
C (0.66, -0.50, 0.68)  0.86
C (-0.07, -1.37, 1.73)  -0.45
N (-1.28, -1.11, 1.27)  0.04
C (-1.34, -0.47, -0.07)  -0.24
N (-0.09, 0.03, -0.26)  -0.41
H (2.19, 0.28, -1.22)  0.33
H (3.62, 0.39, -0.11)  0.23
H (2.24, 1.54, 0.05)  0.30
H (-4.63, 1.69, -2.86)  0.21
H (-2.10, -1.56, 1.65)  0.20
H (-3.78, 0.95, -2.24)  -0.18

Values from the calculation:
- Gap between HOMO and LUMO: 7.355 eV
- Charge: 0
- ΔE to the lowest compared entry with this formula, charge and spin: 8.915 eV